Record 1
The following is a DFT calculation (the ωB97M-V functional and the def2-TZVPD basis) of a 8-piece molecular cluster, C9H36N4O8 overall.

Net charge   0
Multiplicity   1
Total energy   -1185.45317 a.u.

Last columns: bonded neighbours and bond lengths (Å).
Geometry (Å):
1 C 2.61 -0.84 -3.32  O2 1.403, H7 1.099, H8 1.088, H9 1.099
2 O 1.24 -0.78 -2.99  C1 1.403, C3 1.410
3 C 0.38 -0.90 -4.10  O2 1.410, C4 1.507, H10 1.104, H11 1.102
4 C -1.04 -0.74 -3.63  C3 1.507, C5 1.505, N6 1.480, H12 1.100
5 C -1.54 -1.96 -2.90  C4 1.505, H13 1.091, H14 1.096, H15 1.094
6 N -1.90 -0.48 -4.80  C4 1.480, H16 1.017, H17 1.018
7 H 2.98 -1.87 -3.36  C1 1.099
8 H 3.16 -0.28 -2.57  C1 1.088
9 H 2.80 -0.42 -4.32  C1 1.099
10 H 0.64 -0.14 -4.86  C3 1.104
11 H 0.52 -1.85 -4.64  C3 1.102
12 H -1.05 0.10 -2.93  C4 1.100
13 H -0.95 -2.23 -2.02  C5 1.091
14 H -1.57 -2.86 -3.51  C5 1.096
15 H -2.56 -1.83 -2.54  C5 1.094
16 H -1.87 0.51 -5.03  N6 1.017
17 H -2.86 -0.61 -4.50  N6 1.018
18 C 3.38 3.21 1.47  O19 1.400, H24 1.093, H25 1.092, H26 1.102
19 O 4.03 1.97 1.58  C18 1.400, C20 1.407
20 C 3.22 0.88 1.22  O19 1.407, C21 1.531, H27 1.106, H28 1.099
21 C 2.57 0.24 2.45  C20 1.531, C22 1.511, N23 1.464, H29 1.096
22 C 3.61 -0.47 3.28  C21 1.511, H30 1.095, H31 1.091, H32 1.093
23 N 1.44 -0.64 2.13  C21 1.464, H33 1.017, H34 1.021
24 H 3.05 3.44 0.46  C18 1.093
25 H 4.09 3.96 1.82  C18 1.092
26 H 2.54 3.29 2.18  C18 1.102
27 H 2.45 1.18 0.49  C20 1.106
28 H 3.78 0.15 0.62  C20 1.099
29 H 2.18 1.09 3.02  C21 1.096
30 H 4.11 -1.27 2.73  C22 1.095
31 H 3.21 -0.89 4.21  C22 1.091
32 H 4.41 0.21 3.58  C22 1.093
33 H 1.76 -1.56 1.83  N23 1.017
34 H 1.01 -0.25 1.29  N23 1.021
35 N -0.77 0.48 0.07  C36 1.366, H39 1.012, H40 1.006
36 C -1.90 -0.06 0.62  N35 1.366, N37 1.362, O38 1.241
37 N -2.51 0.65 1.61  C36 1.362, H41 1.004, H42 1.013
38 O -2.30 -1.19 0.28  C36 1.241
39 H -0.46 1.39 0.37  N35 1.012
40 H -0.42 0.04 -0.76  N35 1.006
41 H -2.20 1.53 1.95  N37 1.004
42 H -3.40 0.26 1.91  N37 1.013
43 O -1.71 3.70 2.94  H44 0.962, H45 0.965
44 H -1.85 3.89 3.88  O43 0.962
45 H -2.22 4.37 2.47  O43 0.965
46 O -4.21 -3.31 -0.43  H47 0.966, H48 0.960
47 H -3.63 -2.72 0.06  O46 0.966
48 H -4.57 -3.91 0.22  O46 0.960
49 O -4.90 -0.95 2.57  H50 0.963, H51 0.965
50 H -4.67 -0.52 3.40  O49 0.963
51 H -4.31 -1.71 2.52  O49 0.965
52 O -1.11 -3.79 0.59  H53 0.970, H54 0.961
53 H -1.46 -2.92 0.33  O52 0.970
54 H -0.30 -3.59 1.06  O52 0.961
55 O -0.38 3.34 0.47  H56 0.962, H57 0.969
56 H 0.11 4.12 0.18  O55 0.962
57 H -0.68 3.54 1.37  O55 0.969

These are the Löwdin partial charges, in e, on atoms 1 to 4:
1 C -0.116
2 O -0.192
3 C -0.228
4 C -0.448

=====

Record 2
The following is a DFT calculation (the ωB97M-V functional and the def2-TZVPD basis) of a 9-piece molecular cluster, C9H36O9 overall.

Net charge   0
Multiplicity   1
Energy relative to the best compared isomer or geometry (same formula, charge and spin)   38.4 kcal per mole

Last columns: bonded neighbours and bond lengths (Å).
Geometry (Å):
1 C -0.75 -2.99 -1.91  C2 1.536, H5 1.090, H6 1.090, H7 1.090
2 C 0.66 -3.43 -2.34  C1 1.536, C3 1.563, O4 1.366, H8 1.090
3 C 0.61 -4.67 -3.30  C2 1.563, H9 1.090, H10 1.090, H11 1.090
4 O 1.37 -2.44 -2.95  C2 1.366, H12 0.960
5 H -1.42 -3.85 -1.97  C1 1.090
6 H -1.18 -2.20 -2.53  C1 1.090
7 H -0.79 -2.55 -0.91  C1 1.090
8 H 1.12 -3.80 -1.43  C2 1.090
9 H 0.28 -5.54 -2.73  C3 1.090
10 H 1.65 -4.90 -3.53  C3 1.090
11 H 0.03 -4.50 -4.21  C3 1.090
12 H 2.28 -2.74 -2.88  O4 0.960
13 C -0.33 3.90 -1.69  C14 1.538, H17 1.090, H18 1.090, H19 1.090
14 C 0.00 5.33 -1.23  C13 1.538, C15 1.517, O16 1.459, H20 1.090
15 C 1.42 5.70 -1.60  C14 1.517, H21 1.090, H22 1.090, H23 1.090
16 O -0.86 6.21 -2.02  C14 1.459, H24 0.960
17 H -1.41 3.79 -1.60  C13 1.090
18 H 0.17 3.13 -1.09  C13 1.090
19 H -0.06 3.67 -2.73  C13 1.090
20 H -0.14 5.47 -0.16  C14 1.090
21 H 2.28 5.15 -1.23  C15 1.090
22 H 1.49 6.74 -1.28  C15 1.090
23 H 1.52 5.71 -2.68  C15 1.090
24 H -0.55 7.11 -2.00  O16 0.960
25 C 0.25 -3.26 3.88  C26 1.501, H29 1.090, H30 1.090, H31 1.090
26 C -0.09 -2.63 2.57  C25 1.501, C27 1.576, O28 1.430, H32 1.090
27 C -1.65 -2.45 2.46  C26 1.576, H33 1.090, H34 1.090, H35 1.090
28 O 0.60 -1.39 2.40  C26 1.430, H36 0.960
29 H 1.33 -3.45 3.94  C25 1.090
30 H -0.25 -4.23 3.89  C25 1.090
31 H -0.10 -2.72 4.76  C25 1.090
32 H 0.30 -3.32 1.81  C26 1.090
33 H -1.99 -2.52 1.42  C27 1.090
34 H -1.92 -1.44 2.77  C27 1.090
35 H -2.32 -3.11 3.00  C27 1.090
36 H 1.56 -1.46 2.46  O28 0.960
37 O -0.38 0.22 4.54  H38 0.957, H39 0.957
38 H -0.56 -0.24 5.36  O37 0.957
39 H -0.38 -0.48 3.88  O37 0.957
40 O 1.50 0.74 -1.44  H41 0.957, H42 0.957
41 H 1.40 0.64 -2.39  O40 0.957
42 H 2.41 0.51 -1.27  O40 0.957
43 O 1.42 1.73 2.51  H44 0.957, H45 0.957
44 H 1.87 1.16 1.89  O43 0.957
45 H 0.96 1.14 3.10  O43 0.957
46 O -2.31 1.87 1.72  H47 0.957, H48 0.957
47 H -1.72 1.16 1.48  O46 0.957
48 H -1.72 2.59 1.98  O46 0.957
49 O -0.43 0.38 0.42  H50 0.957, H51 0.957
50 H -0.13 -0.37 0.94  O49 0.957
51 H 0.24 0.49 -0.26  O49 0.957
52 O -2.16 0.67 -2.61  H53 0.957, H54 0.957
53 H -1.53 0.39 -3.28  O52 0.957
54 H -1.63 1.08 -1.93  O52 0.957

These are the Löwdin partial charges, in e, on atoms 1 to 4:
1 C -0.031
2 C -0.527
3 C -0.051
4 O -0.030

=====

Record 3
The following is a DFT calculation (the ωB97M-V functional and the def2-TZVPD basis) of a 9-piece molecular cluster, C9H36O9 overall.

Net charge   0
Multiplicity   1
Energy relative to the best compared isomer or geometry (same formula, charge and spin)   153.8 kcal per mole

Last columns: bonded neighbours and bond lengths (Å).
Geometry (Å):
1 C 15.79 -9.43 -7.73  O2 1.400, H3 1.090, H4 1.090, H5 1.090
2 O 15.98 -10.60 -6.98  C1 1.400, H6 0.960
3 H 16.69 -8.82 -7.74  C1 1.090
4 H 15.43 -9.68 -8.72  C1 1.090
5 H 15.03 -8.78 -7.29  C1 1.090
6 H 16.77 -11.06 -7.27  O2 0.960
7 C 24.95 -0.99 -6.38  O8 1.415, H9 1.090, H10 1.090, H11 1.090
8 O 24.12 -1.80 -5.56  C7 1.415, H12 0.960
9 H 25.17 -1.44 -7.34  C7 1.090
10 H 24.48 -0.02 -6.55  C7 1.090
11 H 25.96 -0.78 -6.05  C7 1.090
12 H 24.57 -2.65 -5.54  O8 0.960
13 C 23.20 -8.50 -0.64  O14 1.438, H15 1.090, H16 1.090, H17 1.090
14 O 22.87 -9.06 -1.91  C13 1.438, H18 0.960
15 H 23.99 -7.74 -0.71  C13 1.090
16 H 22.33 -8.05 -0.16  C13 1.090
17 H 23.56 -9.28 0.03  C13 1.090
18 H 23.64 -9.55 -2.20  O14 0.960
19 C 20.26 -10.47 -11.11  O20 1.413, H21 1.090, H22 1.090, H23 1.090
20 O 21.14 -10.45 -10.00  C19 1.413, H24 0.960
21 H 20.85 -10.72 -11.99  C19 1.090
22 H 19.49 -11.23 -10.99  C19 1.090
23 H 19.87 -9.46 -11.27  C19 1.090
24 H 21.72 -9.69 -10.08  O20 0.960
25 C 20.41 -6.21 -5.92  O26 1.381, H27 1.090, H28 1.090, H29 1.090
26 O 19.93 -6.97 -4.87  C25 1.381, H30 0.960
27 H 21.27 -6.73 -6.34  C25 1.090
28 H 19.69 -6.15 -6.73  C25 1.090
29 H 20.62 -5.16 -5.70  C25 1.090
30 H 20.64 -7.36 -4.36  O26 0.960
31 C 20.00 -1.33 -9.63  O32 1.429, H33 1.090, H34 1.090, H35 1.090
32 O 19.46 -0.02 -9.44  C31 1.429, H36 0.960
33 H 19.21 -2.06 -9.46  C31 1.090
34 H 20.48 -1.46 -10.60  C31 1.090
35 H 20.76 -1.48 -8.86  C31 1.090
36 H 20.27 0.50 -9.42  O32 0.960
37 C 16.88 -11.07 -1.99  O38 1.356, H39 1.090, H40 1.090, H41 1.090
38 O 15.79 -10.39 -2.45  C37 1.356, H42 0.960
39 H 16.85 -11.93 -2.66  C37 1.090
40 H 17.83 -10.59 -2.20  C37 1.090
41 H 16.81 -11.41 -0.95  C37 1.090
42 H 15.74 -10.51 -3.40  O38 0.960
43 C 20.37 -3.48 0.30  O44 1.446, H45 1.090, H46 1.090, H47 1.090
44 O 19.05 -2.97 0.63  C43 1.446, H48 0.960
45 H 21.07 -2.65 0.31  C43 1.090
46 H 20.71 -4.13 1.10  C43 1.090
47 H 20.41 -4.02 -0.65  C43 1.090
48 H 18.53 -2.94 -0.17  O44 0.960
49 C 25.75 -7.20 -10.65  O50 1.410, H51 1.090, H52 1.090, H53 1.090
50 O 24.35 -7.25 -10.46  C49 1.410, H54 0.960
51 H 26.17 -6.19 -10.65  C49 1.090
52 H 26.17 -7.75 -9.81  C49 1.090
53 H 26.06 -7.80 -11.50  C49 1.090
54 H 23.91 -6.86 -11.22  O50 0.960

These are the Löwdin partial charges, in e, on atoms 1 to 4:
1 C -0.180
2 O -0.120
3 H 0.075
4 H 0.074

=====

Record 4
The following is a DFT calculation (the ωB97M-V functional and the def2-TZVPD basis) of a 10-piece molecular cluster, C9H39N18O10 overall.

Net charge   0
Multiplicity   2
Expectation value of S²   0.75
Energy relative to the best compared isomer or geometry (same formula, charge and spin)   0.0 kcal per mole

Last columns: bonded neighbours and bond lengths (Å).
Geometry (Å):
1 O -3.83 -2.37 -27.48  H2 0.960, H3 0.960, H4 0.960
2 H -3.90 -1.43 -27.67  O1 0.960
3 H -4.12 -2.84 -28.27  O1 0.960
4 H -2.94 -2.56 -27.18  O1 0.960
5 C -3.09 -1.47 -23.92  O6 1.228, N7 1.275, N8 1.288
6 O -3.87 -2.18 -24.55  C5 1.228
7 N -2.36 -0.56 -24.44  C5 1.275, H9 1.010, H10 1.010
8 N -2.68 -1.65 -22.71  C5 1.288, H11 1.010, H12 1.010
9 H -2.36 -0.29 -25.42  N7 1.010
10 H -1.63 -0.02 -24.00  N7 1.010
11 H -3.01 -2.51 -22.32  N8 1.010
12 H -1.94 -1.04 -22.38  N8 1.010
13 C -0.46 0.12 -29.51  O14 1.229, N15 1.357, N16 1.324
14 O 0.39 0.60 -30.26  C13 1.229
15 N -0.57 -1.21 -29.32  C13 1.357, H17 1.010, H18 1.010
16 N -1.50 0.78 -29.03  C13 1.324, H19 1.010, H20 1.010
17 H -0.06 -1.73 -30.02  N15 1.010
18 H -0.62 -1.42 -28.33  N15 1.010
19 H -1.54 1.79 -28.95  N16 1.010
20 H -2.26 0.18 -28.74  N16 1.010
21 C -7.31 -3.21 -28.94  O22 1.221, N23 1.310, N24 1.275
22 O -8.21 -3.22 -28.12  C21 1.221
23 N -6.94 -4.25 -29.65  C21 1.310, H25 1.010, H26 1.010
24 N -6.70 -2.15 -29.31  C21 1.275, H27 1.010, H28 1.010
25 H -6.46 -4.09 -30.53  N23 1.010
26 H -7.16 -5.13 -29.22  N23 1.010
27 H -6.77 -1.20 -28.97  N24 1.010
28 H -5.93 -2.26 -29.95  N24 1.010
29 C -7.25 -1.01 -24.97  O30 1.204, N31 1.341, N32 1.324
30 O -8.19 -0.36 -25.34  C29 1.204
31 N -6.44 -1.74 -25.75  C29 1.341, H33 1.010, H34 1.010
32 N -6.80 -1.19 -23.73  C29 1.324, H35 1.010, H36 1.010
33 H -7.01 -2.13 -26.49  N31 1.010
34 H -5.52 -1.89 -25.37  N31 1.010
35 H -6.00 -1.77 -23.54  N32 1.010
36 H -7.42 -0.92 -22.98  N32 1.010
37 C -5.42 -5.72 -26.79  O38 1.233, N39 1.355, N40 1.272
38 O -4.28 -5.58 -27.24  C37 1.233
39 N -6.48 -6.19 -27.49  C37 1.355, H41 1.010, H42 1.010
40 N -5.77 -5.45 -25.60  C37 1.272, H43 1.010, H44 1.010
41 H -7.44 -6.25 -27.18  N39 1.010
42 H -6.11 -6.63 -28.31  N39 1.010
43 H -5.17 -5.05 -24.90  N40 1.010
44 H -6.74 -5.62 -25.37  N40 1.010
45 C -4.34 1.06 -26.88  O46 1.203, N47 1.263, N48 1.322
46 O -3.57 0.15 -27.00  C45 1.203
47 N -4.81 1.75 -27.83  C45 1.263, H49 1.010, H50 1.010
48 N -4.72 1.46 -25.68  C45 1.322, H51 1.010, H52 1.010
49 H -5.40 2.56 -27.70  N47 1.010
50 H -4.53 1.48 -28.77  N47 1.010
51 H -4.49 0.92 -24.85  N48 1.010
52 H -5.46 2.15 -25.63  N48 1.010
53 C -4.18 -0.86 -31.00  O54 1.220, N55 1.331, N56 1.320
54 O -4.37 -0.85 -29.79  C53 1.220
55 N -5.10 -0.54 -31.91  C53 1.331, H57 1.010, H58 1.010
56 N -3.15 -1.34 -31.67  C53 1.320, H59 1.010, H60 1.010
57 H -5.07 -0.99 -32.82  N55 1.010
58 H -5.28 0.45 -31.81  N55 1.010
59 H -3.11 -1.23 -32.67  N56 1.010
60 H -2.35 -1.82 -31.28  N56 1.010
61 C -1.17 -3.92 -26.20  O62 1.228, N63 1.344, N64 1.341
62 O -1.24 -3.20 -27.18  C61 1.228
63 N -0.69 -3.60 -24.98  C61 1.344, H65 1.010, H66 1.010
64 N -1.73 -5.14 -26.14  C61 1.341, H67 1.010, H68 1.010
65 H 0.04 -2.92 -25.11  N63 1.010
66 H -0.61 -4.30 -24.26  N63 1.010
67 H -1.89 -5.62 -25.27  N64 1.010
68 H -2.08 -5.53 -27.00  N64 1.010
69 C -2.49 -4.49 -30.18  O70 1.163, N71 1.273, N72 1.288
70 O -3.22 -3.70 -29.73  C69 1.163
71 N -1.25 -4.66 -29.98  C69 1.273, H73 1.010, H74 1.010
72 N -2.99 -5.60 -30.59  C69 1.288, H75 1.010, H76 1.010
73 H -0.67 -3.99 -29.48  N71 1.010
74 H -0.78 -5.35 -30.54  N71 1.010
75 H -3.88 -5.56 -30.11  N72 1.010
76 H -2.40 -6.41 -30.71  N72 1.010

These are the Löwdin partial charges, in e, on atoms 1 to 4:
1 O 0.235
2 H 0.060
3 H 0.088
4 H 0.080

=====

One value per record, in order, for max |F|: 1.1; 3.3; 3.2; 7.7 eV/A.